{"formula": "C4H13N2O", "method": "wB97M-V/def2-TZVPD", "elements": ["C", "C", "C", "H", "C", "H", "H", "H", "H", "H", "N", "H", "H", "N", "H", "O", "H", "H", "H", "H"], "positions_angstrom": [[0.8919, -0.0195, -0.1330], [0.7510, 0.6035, 1.6359], [-1.4986, 0.8555, -0.5695], [-0.8322, 1.6501, -0.9223], [-0.5632, -0.3028, -0.5887], [-0.8090, -2.3618, -0.5709], [-0.3243, -0.5943, -1.6984], [-0.3448, 0.7874, 1.7546], [-0.6307, -1.6185, 0.9060], [2.1871, -1.1956, 0.6467], [1.7078, 0.8792, -0.8344], [1.3222, 1.7656, -0.8774], [-2.4058, 0.8539, -1.2664], [-1.1296, -1.5556, 0.0035], [-1.9951, 1.1429, 0.3607], [1.4376, -1.3237, 0.0782], [2.0403, 0.6566, -1.8321], [1.3291, 1.5082, 1.7524], [-2.1134, -1.4961, -0.0772], [0.9798, -0.2351, 2.2324]], "homo_ev": -13.358, "e_above_lowest_kcal_mol": 71.78, "gap_ev": 10.0, "smiles": "C[C@H]([NH3+])[C@](C)(N)O", "total_charge": 1}


{"formula": "C6H9N", "method": "wB97M-V/def2-TZVPD", "elements": ["H", "C", "C", "C", "H", "H", "H", "C", "H", "H", "C", "H", "N", "H", "C", "H"], "positions_angstrom": [[3.0338, 1.6006, 0.7544], [1.5586, 0.0951, 0.8453], [-1.5054, -0.7136, -0.5632], [-1.5045, 0.7669, -0.6108], [-0.3543, -2.4301, 0.1092], [-2.3736, -1.1948, -0.1039], [0.1847, -1.7494, -1.4175], [2.4730, 1.0271, 1.5011], [-2.3391, 1.3194, -0.1828], [-0.5445, 1.2873, -0.5390], [-0.1803, -1.4840, -0.4172], [1.9445, 1.7356, 2.1517], [-1.7045, -0.0161, -1.8333], [3.1782, 0.4593, 2.1134], [0.8204, -0.6795, 0.2909], [-2.6871, -0.0240, -2.0983]], "homo_ev": -9.270, "e_above_lowest_kcal_mol": 68.47, "gap_ev": 10.4, "smiles": "CC#CC[C@H]1CN1", "total_charge": 0}


{"formula": "C4H7O", "method": "wB97M-V/def2-TZVPD", "elements": ["H", "C", "C", "H", "H", "C", "H", "C", "H", "H", "H", "O"], "positions_angstrom": [[1.6917, -1.6449, 0.3643], [-1.1960, 0.6555, -1.1802], [1.4666, -0.6612, 0.8415], [0.6087, -0.4223, -1.8540], [-1.4170, 0.9328, -2.1166], [0.0718, -0.0049, -0.9364], [2.2880, 0.1019, 0.5100], [-1.7867, 0.9448, -0.0748], [-1.3865, 0.7072, 0.8716], [-2.8329, 1.3123, -0.1647], [1.4252, -0.9783, 1.8415], [0.2774, -0.1253, 0.3271]], "homo_ev": -16.126, "e_above_lowest_kcal_mol": 18.71, "gap_ev": 9.7, "total_charge": 1}


{"formula": "C44H42N3PS6Se2TaTe", "method": "wB97M-V/def2-TZVPD", "elements": ["P", "H", "C", "C", "H", "C", "H", "H", "S", "C", "H", "C", "C", "H", "Se", "C", "H", "C", "C", "C", "H", "Te", "H", "H", "C", "H", "H", "C", "H", "H", "S", "H", "H", "C", "C", "C", "C", "C", "C", "H", "S", "C", "N", "H", "C", "S", "C", "H", "C", "H", "H", "C", "C", "H", "H", "H", "C", "C", "H", "C", "N", "H", "H", "C", "H", "Se", "S", "C", "H", "H", "C", "H", "N", "H", "S", "H", "C", "C", "C", "C", "H", "C", "H", "C", "C", "H", "C", "H", "C", "C", "C", "C", "H", "H", "C", "H", "C", "H", "Ta", "H"], "positions_angstrom": [[2.0063, -1.2757, 3.1179], [5.8159, -4.2526, 4.1680], [1.4331, 2.5670, 0.1014], [1.2862, -2.3708, -3.5465], [1.6450, -4.1038, -1.2887], [-6.8311, 2.6661, -1.8123], [0.9918, -3.2053, 4.8739], [4.2781, 5.0116, 0.1782], [4.6027, -0.0694, -1.2029], [1.0818, -4.4527, -2.1949], [-6.2856, 4.4396, -0.7715], [-1.2014, 0.5617, 4.8051], [4.1644, -2.9392, 3.7171], [3.2212, 2.0867, -4.4629], [0.5918, -1.8884, 1.4155], [-5.2836, 1.3047, 3.0620], [-6.0734, -0.8637, 0.0421], [-6.1022, -0.7571, 2.1146], [-5.3051, 1.0267, 0.6952], [-6.9437, 4.0567, -1.5367], [2.1314, 3.2950, -3.6798], [-5.0270, 1.6837, -1.2685], [-1.7729, -3.3106, -2.1038], [4.4744, -5.4796, 5.9543], [1.9885, -2.7941, -4.7069], [0.3784, -5.2201, -1.8898], [-5.8241, -0.3938, 4.2232], [0.1799, -0.2116, 6.6227], [3.0314, 0.2626, -5.7986], [-5.0933, 1.9263, 3.9130], [5.7805, -4.2406, -0.7168], [-0.0727, -3.8905, -3.8168], [-9.6273, 4.7306, -3.5140], [4.0753, -4.7200, 5.3379], [-5.9172, -0.2211, 0.8817], [0.8297, -0.5982, 4.3349], [1.6943, 6.1872, 0.2134], [1.2038, 1.3692, -4.1376], [1.0639, -0.7411, 5.6912], [1.8252, -4.8800, -2.9212], [0.3253, 1.2504, 0.3933], [4.8231, -2.8048, -0.7474], [1.0741, 3.8331, 0.3008], [0.9790, 1.6223, -5.1696], [7.1270, -3.5885, -1.6470], [8.5117, -4.4398, -1.8773], [-4.9982, 1.8217, 1.8220], [-0.4873, -2.7260, -0.9726], [0.3271, -3.3771, -2.8747], [1.8231, -3.8610, -5.0307], [-0.0957, 1.7968, -2.4237], [2.7183, -1.8504, -5.4291], [-7.7499, 2.0157, -2.6703], [1.2965, 6.6127, 1.1422], [3.4204, -2.1101, -6.2160], [-2.0429, 1.1923, 4.5356], [2.0775, 4.7523, 0.2264], [-0.2957, 0.1068, 3.8976], [-1.8186, 0.7313, 6.7812], [2.5421, -0.4975, -5.1552], [2.6578, 2.0925, -0.2002], [-0.6490, 0.4889, -3.4540], [-8.0970, 5.8518, -2.0864], [3.6586, 3.0245, -0.1839], [0.4619, -0.2166, 7.6741], [3.4338, 0.2188, 2.4456], [6.8352, -1.9617, -2.1709], [-0.8238, -2.7723, -2.0279], [-6.5087, -1.7763, 2.3202], [-9.5098, 2.2406, -3.7739], [1.4107, -1.0300, -3.1094], [-7.5602, 0.9569, -2.9462], [1.4556, -0.6767, -1.8491], [2.7380, 1.9385, -2.7866], [3.3083, -2.7130, 0.0988], [4.6192, 2.6121, -0.4050], [-7.9243, 4.7583, -2.1937], [4.7903, -3.9778, 4.4061], [-5.7069, -0.0113, 3.2377], [-0.9702, 0.3929, 6.1745], [-1.0124, -1.7075, -2.3085], [-0.1724, 1.4693, -3.4472], [1.9272, -1.4326, 5.9409], [2.8201, -2.6599, 3.8699], [1.6652, -0.0754, -4.2086], [-0.4785, 0.1485, 2.8250], [2.3841, 2.2213, -3.7363], [0.9149, 6.3186, -0.5882], [3.4280, 4.3463, 0.1022], [2.6674, -4.4469, 5.4910], [5.3996, -1.6227, -1.3084], [-8.7757, 2.7551, -3.1935], [-4.3726, 2.7161, 1.7218], [4.8221, -2.4408, 2.9930], [-8.8440, 4.1140, -2.9713], [-0.8315, 2.1198, -4.0281], [2.0652, -3.4055, 4.7648], [2.5162, 6.8697, -0.0625], [2.1918, -0.4027, -0.1753], [2.0944, -5.1005, 6.1711]], "homo_ev": -3.915, "e_above_lowest_kcal_mol": 16.99, "gap_ev": 5.8, "total_charge": -1}


{"formula": "C7H13NO", "method": "wB97M-V/def2-TZVPD", "elements": ["O", "C", "H", "C", "H", "H", "C", "N", "H", "C", "H", "C", "H", "H", "H", "H", "H", "C", "C", "H", "H", "H"], "positions_angstrom": [[-0.6057, 0.1597, 2.4894], [0.8482, 1.9028, 0.5758], [-1.8649, 0.6822, -1.1649], [0.5441, -0.8867, -0.5381], [-1.4247, -1.7702, -0.4473], [2.2458, -1.9168, 0.1533], [-1.0973, 0.4980, 1.2704], [0.0704, 0.0546, -1.8443], [-0.2044, -2.8002, -1.1534], [-0.2516, 0.9098, 0.2700], [2.5431, -0.2142, -0.4628], [-0.8080, 0.9912, -1.1440], [-0.4851, -0.5236, -2.4718], [-0.7083, 1.9990, -1.5571], [1.1277, 1.8599, 1.6367], [-2.1144, 0.1702, 1.0668], [1.7445, 1.6916, -0.0221], [-0.3841, -2.0695, -0.3667], [1.8442, -1.0105, -0.2707], [-0.2248, -2.5529, 0.5935], [-1.3268, -0.0914, 3.0765], [0.5324, 2.9171, 0.3109]], "homo_ev": -7.535, "e_above_lowest_kcal_mol": 91.27, "gap_ev": 8.1, "smiles": "C=C(C)NC/C(C)=C/O", "total_charge": 0}


{"formula": "C2H2IN2PS", "method": "wB97M-V/def2-TZVPD", "elements": ["N", "I", "S", "C", "P", "N", "C", "H", "H"], "positions_angstrom": [[2.2483, 1.7634, -0.4844], [5.9381, -0.1270, 0.1623], [2.7667, -1.1003, 0.0003], [3.8594, 0.2777, -0.1351], [-0.2350, 0.3710, -0.3626], [3.5088, 1.5641, -0.2700], [1.4623, 0.8665, -0.4064], [-0.5739, 1.2288, -1.5377], [0.0686, -0.7122, -1.1118]], "homo_ev": -9.290, "e_above_lowest_kcal_mol": 42.74, "gap_ev": 8.6, "total_charge": 0}